Entry 1:
Computed, not measured: a single C6H5N molecule at a distorted geometry, with ωB97M-V with the def2-TZVPD basis set.

Summary:
calculated total energy	-7784.361	eV
energy above the lowest of the compared OMol25 structures with the same formula, charge and spin	717.25	kJ/mol
gap between HOMO and LUMO (spin up / spin down)	4.6 / 7.3	eV

XYZ file:
```
12
Properties=species:S:1:pos:R:3:lowdin_charge:R:1
C 0.316 -2.185 0.878 -0.22
C 0.835 -3.239 1.094 -0.02
C 0.266 0.772 -1.247 -0.11
C 0.793 0.216 0.788 -0.23
C -0.558 -0.329 -1.024 0.07
C -0.234 -0.828 0.333 -0.28
N 1.121 1.061 -0.239 0.10
H 0.452 1.407 -2.097 0.11
H 0.232 0.976 1.373 0.17
H 1.675 -0.005 1.358 0.13
H -1.342 -0.961 -1.484 0.14
H -1.169 -0.802 0.780 0.12
```

---

Entry 2:
Computed, not measured: a molecular structure, C15H36KN7O3 at a distorted geometry, with ωB97M-V with the def2-TZVPD basis set.

Summary:
calculated total energy	-49037.624	eV
energy above the lowest of the compared OMol25 structures with the same formula, charge and spin	167.81	kJ/mol
gap between HOMO and LUMO	8.5	eV

XYZ file:
```
62
Properties=species:S:1:pos:R:3:lowdin_charge:R:1
K 0.271 0.285 0.518 0.85
C -1.126 -2.594 -0.520 -0.17
C -2.227 -2.195 0.462 -0.22
N -1.937 -0.898 1.026 -0.15
C -2.945 -0.332 1.892 -0.20
C -2.808 1.191 1.919 -0.22
N -1.437 1.593 2.148 -0.11
C -1.245 3.018 2.335 -0.22
C -0.392 3.661 1.232 -0.17
C -1.001 3.527 -0.162 -0.23
N -0.863 2.186 -0.682 -0.15
C -1.701 1.866 -1.819 -0.20
C -2.082 0.389 -1.807 -0.22
N -0.900 -0.448 -1.769 -0.11
C -1.176 -1.869 -1.868 -0.22
H -1.201 -3.668 -0.715 0.11
H -0.160 -2.394 -0.055 0.08
H -2.304 -2.980 1.239 0.12
H -3.190 -2.146 -0.065 0.12
H -1.076 -0.984 1.565 0.03
H -2.878 -0.719 2.922 0.12
H -3.941 -0.584 1.510 0.12
H -3.502 1.586 2.686 0.12
H -3.114 1.601 0.953 0.11
H -1.057 1.064 2.924 0.11
H -0.748 3.219 3.291 0.12
H -2.218 3.529 2.356 0.12
H 0.607 3.220 1.238 0.11
H -0.301 4.724 1.468 0.11
H -0.551 4.285 -0.829 0.12
H -2.068 3.750 -0.090 0.11
H 0.105 2.034 -0.949 0.04
H -1.206 2.106 -2.772 0.12
H -2.621 2.453 -1.763 0.12
H -2.707 0.178 -2.693 0.12
H -2.675 0.190 -0.917 0.10
H -0.289 -0.171 -2.529 0.10
H -0.419 -2.330 -2.509 0.10
H -2.158 -2.046 -2.335 0.12
N 2.877 -3.485 1.703 0.00
N 1.689 -2.886 2.211 -0.02
C 1.458 -1.543 1.890 -0.83
O 0.590 -0.941 2.547 -0.13
O 2.064 -1.094 0.897 -0.17
H 3.671 -3.225 2.302 0.08
H 3.022 -2.963 0.833 0.05
H 1.453 -3.163 3.151 0.12
C 3.925 1.453 -0.505 -0.07
C 3.094 2.143 -1.575 -0.31
O 1.931 1.424 -1.911 -0.14
H 4.715 2.113 -0.154 0.07
H 4.382 0.559 -0.922 0.07
H 3.297 1.151 0.332 0.06
H 3.718 2.293 -2.471 0.11
H 2.755 3.126 -1.233 0.11
H 2.192 0.495 -2.035 0.01
C 2.397 -3.938 -1.907 -0.05
C 2.413 -2.523 -2.126 -0.24
N 2.423 -1.396 -2.317 0.21
H 1.916 -4.145 -0.952 0.08
H 3.418 -4.313 -1.882 0.09
H 1.845 -4.433 -2.708 0.09
```

---

Entry 3:
Computed, not measured: 11 unconnected molecules or ions with the total composition C26H54F6N3O25S3 at a distorted geometry, with ωB97M-V with the def2-TZVPD basis set.

Summary:
charge	+2
calculated total energy	-132281.678	eV
gap between HOMO and LUMO (spin up / spin down)	7.8 / 6.4	eV
multiplicity	2

XYZ file:
```
117
Properties=species:S:1:pos:R:3:lowdin_spin:R:1
N -19.509 -16.655 -10.511 0.00
H -19.397 -15.895 -11.166 0.00
H -19.263 -17.504 -10.999 0.00
H -20.484 -16.822 -10.307 0.00
H -18.818 -16.623 -9.775 0.00
N -19.174 -19.115 -14.596 0.00
H -18.661 -19.374 -13.765 0.00
H -18.837 -19.316 -15.526 0.00
H -19.205 -18.105 -14.610 0.00
H -20.168 -19.219 -14.450 0.00
N -21.351 -19.965 -11.757 0.00
H -21.875 -19.639 -12.557 0.00
H -21.536 -20.939 -11.567 0.00
H -21.663 -19.313 -11.052 0.00
H -20.363 -19.792 -11.876 0.00
C -17.271 -19.505 -11.790 0.00
O -16.830 -18.784 -12.935 0.00
O -18.640 -19.184 -11.683 0.00
C -16.805 -20.980 -12.014 0.00
F -16.601 -21.334 -13.384 0.00
F -15.581 -21.225 -11.460 0.00
F -17.616 -21.884 -11.505 0.00
C -15.555 -18.265 -12.935 0.00
C -14.859 -18.627 -14.301 0.00
H -14.022 -17.968 -14.531 0.00
H -14.539 -19.668 -14.260 0.00
H -15.665 -18.555 -15.032 0.00
H -14.955 -18.336 -12.028 0.00
H -15.753 -17.193 -12.937 0.00
H -16.687 -19.165 -10.935 0.00
C -22.549 -23.270 -11.690 0.08
O -21.727 -22.727 -12.742 0.00
O -23.431 -22.202 -11.435 0.84
C -23.286 -24.668 -11.997 0.02
F -22.458 -25.565 -12.326 0.01
F -24.014 -25.085 -10.978 0.00
F -24.175 -24.623 -12.943 0.00
C -20.623 -23.440 -13.203 0.00
C -20.162 -22.585 -14.357 0.00
H -20.973 -22.078 -14.880 0.00
H -19.817 -21.709 -13.808 0.00
H -19.528 -23.053 -15.110 0.00
H -20.829 -24.450 -13.556 0.00
H -19.877 -23.566 -12.418 0.00
H -21.868 -23.458 -10.860 0.04
C -17.071 -16.801 -18.140 0.00
C -15.695 -16.275 -18.582 0.00
C -15.110 -15.232 -17.736 0.00
O -13.757 -15.547 -17.716 0.00
C -13.501 -16.733 -18.206 0.00
O -12.414 -17.327 -18.281 0.00
O -14.745 -17.268 -18.510 0.00
H -17.839 -16.031 -18.223 0.00
H -17.094 -17.343 -17.195 0.00
H -17.279 -17.505 -18.945 0.00
H -15.622 -16.074 -19.651 0.00
H -15.453 -15.499 -16.736 0.00
H -15.308 -14.211 -18.063 0.00
C -14.694 -13.334 -9.028 0.00
C -15.009 -14.171 -10.299 0.00
C -14.184 -15.387 -10.478 0.00
O -14.952 -16.448 -10.009 0.00
C -16.221 -15.975 -9.818 0.00
O -17.114 -16.607 -9.236 0.00
O -16.289 -14.643 -9.978 0.00
H -15.390 -12.611 -8.604 0.00
H -13.726 -12.834 -9.012 0.00
H -14.543 -14.066 -8.234 0.00
H -15.031 -13.618 -11.238 0.00
H -13.299 -15.380 -9.842 0.00
H -13.955 -15.632 -11.515 0.00
C -14.404 -22.683 -18.682 0.00
C -14.987 -21.826 -17.610 0.00
C -14.935 -20.376 -18.142 0.00
O -16.153 -19.894 -17.542 0.00
C -16.982 -20.821 -17.499 0.00
O -18.216 -20.613 -17.381 0.00
O -16.402 -22.006 -17.683 0.00
H -14.759 -23.675 -18.401 0.00
H -13.326 -22.839 -18.659 0.00
H -14.851 -22.404 -19.636 0.00
H -14.612 -22.147 -16.638 0.00
H -15.088 -20.285 -19.217 0.00
H -14.029 -19.928 -17.734 0.00
C -10.779 -19.781 -10.556 0.00
C -12.329 -19.542 -10.516 0.00
O -12.533 -19.210 -9.154 0.00
S -11.259 -18.388 -8.463 0.00
O -11.177 -18.611 -7.031 0.00
O -11.165 -17.021 -9.015 0.00
O -10.215 -19.363 -9.345 0.00
H -10.353 -19.254 -11.410 0.00
H -10.682 -20.862 -10.660 0.00
H -12.838 -20.422 -10.907 0.00
H -12.412 -18.639 -11.121 0.00
C -9.599 -19.842 -16.371 0.00
C -9.667 -21.326 -16.089 0.00
O -10.589 -21.513 -14.985 0.00
S -11.742 -20.371 -15.015 0.00
O -12.269 -20.131 -13.693 0.00
O -12.623 -20.598 -16.140 0.00
O -10.556 -19.240 -15.439 0.00
H -9.896 -19.507 -17.365 0.00
H -8.612 -19.491 -16.071 0.00
H -8.746 -21.812 -15.766 0.00
H -10.304 -21.936 -16.729 0.00
C -18.766 -24.027 -8.594 0.00
C -17.342 -23.490 -8.896 0.00
O -16.732 -23.880 -7.711 0.00
S -17.472 -24.922 -6.621 0.00
O -17.453 -24.437 -5.226 0.00
O -17.238 -26.344 -6.940 0.00
O -18.891 -24.571 -7.260 0.00
H -18.822 -24.779 -9.381 0.00
H -19.498 -23.230 -8.723 0.00
H -17.169 -22.414 -8.921 0.00
H -16.788 -23.925 -9.728 0.00
```

---

Entry 4:
Computed, not measured: 7 unconnected molecules or ions with the total composition C28H43N4O12, with ωB97M-V with the def2-TZVPD basis set.

Summary:
charge	+1
calculated total energy	-60259.265	eV
energy above the lowest of the compared OMol25 structures with the same formula, charge and spin	0.00	kJ/mol
gap between HOMO and LUMO	8.9	eV

XYZ file:
```
87
Properties=species:S:1:pos:R:3:lowdin_charge:R:1
C -4.270 0.550 -0.119 0.08
C -3.082 0.111 0.269 -0.11
N -1.862 0.533 -0.293 -0.04
C -0.624 0.111 -0.054 -0.09
N 0.291 0.770 -0.728 0.19
C -0.401 1.670 -1.455 -0.37
N 0.132 2.559 -2.267 0.24
N -1.720 1.541 -1.205 0.20
H -4.443 1.120 -1.022 0.06
H -5.131 0.277 0.470 0.08
H -2.962 -0.655 1.019 0.10
H -0.426 -0.685 0.646 0.15
H -0.427 3.230 -2.762 0.13
H 1.145 2.623 -2.345 0.10
H -2.500 2.071 -1.556 0.18
O -4.877 -3.438 -0.696 0.13
C -3.836 -3.455 -1.280 -0.47
O -2.858 -2.543 -0.978 -0.03
C -1.737 -2.711 -1.869 -0.16
C -1.845 -4.140 -2.386 -0.14
C -3.355 -4.363 -2.386 -0.07
H -1.826 -1.975 -2.674 0.13
H -0.820 -2.520 -1.312 0.11
H -1.372 -4.283 -3.354 0.12
H -1.375 -4.827 -1.683 0.13
H -3.825 -4.043 -3.319 0.14
H -3.632 -5.393 -2.188 0.11
O 2.923 3.479 -3.540 0.09
C 3.437 4.124 -2.663 -0.49
O 2.940 4.097 -1.413 0.00
C 3.656 5.029 -0.559 -0.12
C 4.995 5.230 -1.251 -0.15
C 4.625 5.055 -2.726 -0.06
H 3.074 5.949 -0.499 0.13
H 3.735 4.592 0.432 0.13
H 5.448 6.184 -1.005 0.10
H 5.683 4.440 -0.950 0.12
H 4.291 5.989 -3.184 0.14
H 5.409 4.624 -3.341 0.13
O 6.269 6.787 1.068 0.11
C 7.173 6.167 1.550 -0.48
O 7.050 4.855 1.857 0.02
C 8.240 4.379 2.517 -0.15
C 9.340 5.350 2.098 -0.15
C 8.558 6.650 1.928 -0.07
H 8.060 4.395 3.593 0.13
H 8.414 3.354 2.202 0.12
H 10.151 5.405 2.819 0.12
H 9.758 5.043 1.138 0.12
H 8.472 7.209 2.863 0.14
H 8.948 7.311 1.159 0.13
O -2.211 -7.002 -3.758 0.12
C -3.178 -7.204 -4.436 -0.48
O -4.429 -6.981 -3.971 0.00
C -5.410 -7.381 -4.949 -0.14
C -4.670 -7.361 -6.282 -0.15
C -3.249 -7.724 -5.857 -0.07
H -5.762 -8.379 -4.685 0.13
H -6.244 -6.686 -4.896 0.13
H -5.106 -8.034 -7.017 0.12
H -4.684 -6.352 -6.697 0.12
H -3.084 -8.803 -5.828 0.14
H -2.471 -7.268 -6.463 0.13
O 0.974 2.932 6.004 0.14
C 0.254 2.635 5.102 -0.48
O 0.303 3.277 3.899 0.02
C -0.727 2.788 3.033 -0.17
C -1.079 1.402 3.562 -0.17
C -0.826 1.567 5.057 -0.07
H -1.577 3.473 3.083 0.13
H -0.336 2.787 2.015 0.11
H -2.092 1.090 3.319 0.09
H -0.384 0.662 3.155 0.11
H -1.705 1.941 5.583 0.14
H -0.478 0.665 5.552 0.13
O -3.540 -0.514 4.983 0.13
C -3.257 -1.528 4.422 -0.47
O -2.775 -1.513 3.144 -0.04
C -2.600 -2.864 2.660 -0.15
C -2.475 -3.721 3.915 -0.14
C -3.357 -2.959 4.903 -0.06
H -3.474 -3.129 2.060 0.13
H -1.715 -2.888 2.026 0.12
H -2.776 -4.752 3.749 0.12
H -1.442 -3.720 4.264 0.12
H -4.404 -3.260 4.846 0.14
H -3.027 -3.027 5.936 0.13
```

---

Entry 5:
Computed, not measured: 2 unconnected molecules or ions with the total composition C9H14Cl2N5O2 at a distorted geometry, with ωB97M-V with the def2-TZVPD basis set.

Summary:
charge	+1
calculated total energy	-46141.540	eV
gap between HOMO and LUMO	8.8	eV

XYZ file:
```
32
Properties=species:S:1:pos:R:3:lowdin_charge:R:1
C 0.964 -1.970 0.279 -0.08
C 1.190 -1.435 -1.101 -0.73
Cl 2.800 -1.535 -1.653 0.78
C 0.245 -0.915 -1.883 -0.69
Cl 0.523 -0.344 -3.479 0.73
C -1.129 -0.791 -1.385 -0.32
N -1.479 0.135 -0.505 0.24
C -2.791 -0.066 -0.265 -0.33
N -3.538 0.678 0.570 0.20
N -3.222 -1.091 -1.003 -0.03
N -4.504 -1.655 -1.077 0.19
C -4.574 -2.695 -0.375 -0.20
O -4.611 -3.675 0.208 0.30
N -2.164 -1.566 -1.706 0.23
H 1.884 -1.887 0.843 0.07
H 0.616 -3.002 0.224 0.09
H 0.206 -1.394 0.806 0.07
H -3.500 1.678 0.457 0.13
H -4.072 0.317 1.340 0.12
H -2.179 -2.342 -2.355 0.21
C 3.114 2.705 0.153 -0.05
C 2.211 1.594 0.663 -0.49
C 1.598 1.946 2.010 -0.06
O 2.945 0.369 0.760 -0.10
H 3.942 2.871 0.846 0.09
H 3.543 2.435 -0.812 0.08
H 2.566 3.641 0.041 0.08
H 1.414 1.408 -0.062 0.12
H 2.380 2.090 2.759 0.09
H 0.954 1.138 2.362 0.07
H 1.008 2.861 1.949 0.08
H 3.661 0.501 1.393 0.10
```

---

Entry 6:
Computed, not measured: a molecular structure, C5H4Cl2 at a distorted geometry, with ωB97M-V with the def2-TZVPD basis set.

Summary:
calculated total energy	-30289.237	eV
energy above the lowest of the compared OMol25 structures with the same formula, charge and spin	425.15	kJ/mol
gap between HOMO and LUMO	8.7	eV

XYZ file:
```
11
Properties=species:S:1:pos:R:3:lowdin_charge:R:1
C 0.468 -0.722 -0.595 -0.19
C -0.245 0.762 0.604 -0.23
C 0.807 0.756 -0.415 0.09
C -0.264 -0.760 0.738 -0.39
C -0.446 -1.593 1.697 -1.10
Cl 0.065 -3.266 1.462 0.60
Cl -1.057 -1.219 3.256 0.65
H -0.294 -0.615 -1.364 0.12
H 1.237 -1.459 -0.935 0.12
H -0.118 1.535 1.550 0.17
H -1.167 1.109 0.002 0.16
```

---

Among the records above, which one has the lowest calculated total energy?
C26H54F6N3O25S3

---

Please write out number 5 again, unchanged.
Computed, not measured: 2 unconnected molecules or ions with the total composition C9H14Cl2N5O2 at a distorted geometry, with ωB97M-V with the def2-TZVPD basis set.

Summary:
charge	+1
calculated total energy	-46141.540	eV
gap between HOMO and LUMO	8.8	eV

XYZ file:
```
32
Properties=species:S:1:pos:R:3:lowdin_charge:R:1
C 0.964 -1.970 0.279 -0.08
C 1.190 -1.435 -1.101 -0.73
Cl 2.800 -1.535 -1.653 0.78
C 0.245 -0.915 -1.883 -0.69
Cl 0.523 -0.344 -3.479 0.73
C -1.129 -0.791 -1.385 -0.32
N -1.479 0.135 -0.505 0.24
C -2.791 -0.066 -0.265 -0.33
N -3.538 0.678 0.570 0.20
N -3.222 -1.091 -1.003 -0.03
N -4.504 -1.655 -1.077 0.19
C -4.574 -2.695 -0.375 -0.20
O -4.611 -3.675 0.208 0.30
N -2.164 -1.566 -1.706 0.23
H 1.884 -1.887 0.843 0.07
H 0.616 -3.002 0.224 0.09
H 0.206 -1.394 0.806 0.07
H -3.500 1.678 0.457 0.13
H -4.072 0.317 1.340 0.12
H -2.179 -2.342 -2.355 0.21
C 3.114 2.705 0.153 -0.05
C 2.211 1.594 0.663 -0.49
C 1.598 1.946 2.010 -0.06
O 2.945 0.369 0.760 -0.10
H 3.942 2.871 0.846 0.09
H 3.543 2.435 -0.812 0.08
H 2.566 3.641 0.041 0.08
H 1.414 1.408 -0.062 0.12
H 2.380 2.090 2.759 0.09
H 0.954 1.138 2.362 0.07
H 1.008 2.861 1.949 0.08
H 3.661 0.501 1.393 0.10
```

---

calculated total energy of number 2 (C15H36KN7O3)?
-49037.624 eV

---

Please write out number 6 again, unchanged.
Computed, not measured: a molecular structure, C5H4Cl2 at a distorted geometry, with ωB97M-V with the def2-TZVPD basis set.

Summary:
calculated total energy	-30289.237	eV
energy above the lowest of the compared OMol25 structures with the same formula, charge and spin	425.15	kJ/mol
gap between HOMO and LUMO	8.7	eV

XYZ file:
```
11
Properties=species:S:1:pos:R:3:lowdin_charge:R:1
C 0.468 -0.722 -0.595 -0.19
C -0.245 0.762 0.604 -0.23
C 0.807 0.756 -0.415 0.09
C -0.264 -0.760 0.738 -0.39
C -0.446 -1.593 1.697 -1.10
Cl 0.065 -3.266 1.462 0.60
Cl -1.057 -1.219 3.256 0.65
H -0.294 -0.615 -1.364 0.12
H 1.237 -1.459 -0.935 0.12
H -0.118 1.535 1.550 0.17
H -1.167 1.109 0.002 0.16
```